Entry 1:
This record from OMol25 describes the ion C7H14NS with charge +1 at a distorted geometry. The level of theory is ωB97M-V with the def2-TZVPD basis set.

XYZ file:
```
23
Properties=species:S:1:pos:R:3
C 2.7629 -1.5839 0.4986
C 2.2615 -0.4668 -0.0701
C 2.8319 0.8783 -0.0637
S 1.1083 -0.6601 -1.3971
C -0.2547 0.3386 -0.6557
C -0.5349 1.5779 -0.8987
N -1.1101 -0.6985 0.0748
C -2.0979 -1.0709 -0.9891
C -1.8024 -0.3973 1.3226
H 2.3824 -2.4982 0.1795
H 3.5214 -1.5422 1.2998
H 3.6289 0.8859 -0.7755
H 2.1004 1.6502 -0.3831
H 3.3238 1.3167 0.9130
H 0.2344 2.1694 -1.5403
H -1.3964 2.1709 -0.6406
H -0.3395 -1.5630 0.1625
H -2.8764 -0.3121 -1.0727
H -1.6095 -1.3851 -1.9209
H -2.5517 -2.0907 -0.6802
H -1.2106 -0.2233 2.2818
H -2.2670 0.5225 1.2211
H -2.5090 -1.1794 1.4926
```

Computed properties:
**Charge**: +1
**Orbital gap**: 9.92 eV
**Highest occupied orbital energy**: -12.941 eV
**Energy above the lowest of the compared OMol25 structures with the same formula, charge and spin**: 47.8 kcal per mole
**Lowest unoccupied orbital energy**: -0.1110 Ha



Entry 2:
This record from OMol25 describes a cluster of 2 separate species, C7H14O in total at a distorted geometry. The level of theory is ωB97M-V with the def2-TZVPD basis set.

XYZ file:
```
22
Properties=species:S:1:pos:R:3
C 3.1050 0.9997 1.0877
C 1.6630 1.1026 1.7483
C 0.6208 0.3454 1.0239
C -0.1694 0.9210 0.0414
C -1.2759 0.3465 -0.5429
C -2.2770 -0.4039 0.1498
C -3.2507 -1.2666 -0.6046
H 3.2554 1.5316 0.1584
H 3.1258 -0.0683 0.8360
H 3.9244 1.1419 1.7895
H 1.8756 0.5021 2.6383
H 1.5112 2.1470 1.9849
H 0.4917 -0.7119 1.2308
H 0.1475 1.9299 -0.2134
H -1.2531 -0.9518 0.2057
H -2.7349 0.0831 1.0175
H -4.2053 -0.8004 -0.8283
H -2.7188 -1.7572 -1.4243
H -3.6201 -2.1629 -0.0827
H 1.4349 -0.6058 -2.4961
H 0.3273 -1.3142 -1.8237
O 1.0196 -1.4664 -2.4839
```

Computed properties:
**Charge**: 0
**Orbital gap**: 7.38 eV
**Highest occupied orbital energy**: -7.407 eV
**Energy above the lowest of the compared OMol25 structures with the same formula, charge and spin**: 125.2 kcal per mole
**Lowest unoccupied orbital energy**: -0.0010 Ha



Entry 3:
This record from OMol25 describes the molecule C7H14O. The level of theory is ωB97M-V with the def2-TZVPD basis set.

XYZ file:
```
22
Properties=species:S:1:pos:R:3
C -1.8678 -1.3530 -2.5831
C -0.8279 -0.4923 -1.8975
C -1.0124 0.0583 -0.7066
C -2.2712 -0.1289 0.0951
C 0.0940 0.8667 -0.0809
C 1.0478 -0.0028 0.7587
C 2.1877 0.8121 1.3570
O 2.5499 0.4321 2.6880
H -1.9419 -2.3350 -2.1154
H -2.8296 -0.8446 -2.6118
H -1.5962 -1.5124 -3.6250
H 0.0896 -0.3048 -2.4386
H -3.1256 0.2899 -0.4442
H -2.4760 -1.1897 0.2475
H -2.1804 0.3583 1.0662
H -0.3218 1.6333 0.5809
H 0.6566 1.3982 -0.8565
H 0.4614 -0.5213 1.5269
H 1.4406 -0.7788 0.0990
H 3.0657 0.7516 0.7085
H 1.9331 1.8631 1.4479
H 2.7415 -0.5111 2.6968
```

Computed properties:
**Charge**: 0
**Orbital gap**: 9.89 eV
**Highest occupied orbital energy**: -8.902 eV
**Energy above the lowest of the compared OMol25 structures with the same formula, charge and spin**: 22.5 kcal per mole
**Lowest unoccupied orbital energy**: 0.0362 Ha



> The highest orbital gap belongs to which entry?

C7H14NS



> What is the formula in the second record?

C7H14O



> Number 1 is which compound?

C7H14NS



> Which value of lowest unoccupied orbital energy does entry 2 give?

-0.0010 Ha